Entry 1:
Below is C18H51InN3Na4O10P as an isolated structure, with properties calculated with ωB97M-V with the def2-TZVPD basis set.

For the orbital gap, the calculation gives 1.5 eV. Its HOMO energy is -18.2 eV. The total energy is -76529.4630 eV. The energy above the lowest of the compared OMol25 structures with the same formula, charge and spin comes out at 47.3 kcal per mole. The charge is +4. As for the spin multiplicity: 1.

Each line ends with the Löwdin charge.
Cartesian coordinates (Å):
In  2.715  -1.750  -2.515  1.200
Na  -0.268  1.166  -2.345  0.508
Na  2.839  -1.455  1.872  0.672
Na  2.583  2.036  -0.611  0.605
Na  -0.337  -2.795  0.499  0.639
P  0.741  -0.090  -0.008  0.010
O  0.388  -0.745  1.343  -0.375
O  2.300  -0.192  -0.176  -0.551
O  0.280  1.411  -0.116  -0.388
O  0.207  -0.930  -1.175  -0.459
C  4.215  3.855  2.497  0.030
C  2.963  2.941  2.904  -0.321
C  2.505  3.213  4.404  -0.088
O  3.503  3.270  5.441  -0.035
C  4.265  2.061  5.759  0.037
N  1.994  3.244  1.829  0.142
H  4.944  3.530  3.239  0.088
H  3.982  4.906  2.668  0.109
H  4.544  3.602  1.489  0.081
H  3.234  1.885  2.871  0.117
H  1.645  2.566  4.573  0.143
H  2.057  4.206  4.366  0.144
H  5.233  2.453  6.072  0.128
H  4.405  1.529  4.818  0.087
H  3.647  1.343  6.299  0.109
H  1.341  3.945  2.151  0.123
H  1.515  2.371  1.663  0.051
C  -1.470  4.009  -1.655  -0.030
C  -2.610  3.025  -1.779  -0.396
C  -4.037  3.733  -1.746  -0.033
O  -4.940  3.098  -0.793  -0.086
C  -5.553  1.826  -0.958  -0.011
N  -2.350  2.324  -2.993  0.053
H  -1.247  4.609  -2.537  0.111
H  -0.585  3.409  -1.442  0.044
H  -1.477  4.618  -0.750  0.107
H  -2.518  2.279  -0.990  0.137
H  -4.489  3.899  -2.723  0.155
H  -3.941  4.625  -1.126  0.146
H  -6.021  1.790  -1.942  0.118
H  -6.256  1.553  -0.171  0.122
H  -4.773  1.067  -1.013  0.073
H  -3.225  1.889  -3.246  0.102
H  -2.264  3.059  -3.681  0.109
C  3.639  -5.358  -5.883  -0.049
C  3.058  -4.244  -5.108  -0.406
C  1.606  -4.642  -4.627  -0.155
O  0.973  -3.472  -4.110  -0.322
C  -0.415  -3.473  -3.679  -0.044
N  3.892  -4.210  -3.896  0.035
H  2.990  -5.708  -6.686  0.108
H  3.932  -6.220  -5.283  0.108
H  4.531  -4.958  -6.363  0.105
H  3.010  -3.284  -5.622  0.150
H  1.788  -5.451  -3.919  0.134
H  1.052  -5.032  -5.481  0.142
H  -0.456  -4.116  -2.800  0.091
H  -1.131  -3.941  -4.354  0.110
H  -0.641  -2.429  -3.460  0.072
H  3.860  -5.001  -3.269  0.098
H  4.858  -4.186  -4.189  0.100
C  -4.657  -2.284  -1.497  -0.021
C  -3.378  -1.535  -1.980  -0.317
O  -2.309  -1.964  -1.234  -0.099
H  -4.568  -3.312  -1.849  0.087
H  -5.553  -1.960  -2.026  0.086
H  -4.700  -2.140  -0.417  0.076
H  -3.510  -0.472  -1.777  0.075
H  -3.121  -1.602  -3.037  0.119
H  -1.548  -1.385  -1.322  0.009
C  1.334  -0.651  5.858  -0.040
C  0.762  -0.936  4.456  -0.302
O  1.539  -0.147  3.627  -0.124
H  1.032  0.378  6.053  0.084
H  2.418  -0.771  5.851  0.072
H  1.041  -1.419  6.573  0.097
H  -0.273  -0.596  4.450  0.124
H  0.916  -1.993  4.239  0.125
H  0.966  -0.071  2.860  0.019
C  -2.672  0.784  2.535  -0.064
C  -2.806  -0.502  1.774  -0.237
O  -1.842  -1.371  2.418  -0.043
H  -3.549  1.396  2.324  0.090
H  -1.845  1.431  2.239  0.071
H  -2.617  0.609  3.609  0.095
H  -2.500  -0.176  0.779  0.097
H  -3.833  -0.864  1.807  0.135
H  -0.957  -1.111  2.153  -0.021

Cartesian forces (eV/Å) of the 6 atoms listed first:
-0.2 -0.6 -0.4
-0.5 -0.1 -0.1
-0.2 0.5 0.1
0.0 0.2 0.3
-0.9 0.1 -0.2
0.5 1.2 -0.1

***

Entry 2:
Below is C35H33GeIrN3O7S3 as an isolated structure, with properties calculated with ωB97M-V with the def2-TZVPD basis set.

For the orbital gap (alpha / beta), the calculation gives 7.3 / 8.4 eV. Its HOMO energy (alpha / beta) is -7.1 / -8.8 eV. The total energy is -147496.0077 eV. The energy above the lowest of the compared OMol25 structures with the same formula, charge and spin comes out at 7.5 kcal per mole. The charge is 0. As for the spin multiplicity: 2.

Each line ends with the Löwdin spin population.
Cartesian coordinates (Å):
Ir  -0.727  0.047  -1.846  0.000
C  -0.765  -3.451  -0.361  0.000
C  -1.919  -2.524  -0.442  0.000
N  -1.929  -1.292  -0.922  0.000
C  -3.234  -0.850  -0.923  0.000
C  -4.020  -1.819  -0.387  0.000
N  -3.177  -2.860  -0.109  0.000
C  -5.460  -1.919  -0.044  0.000
O  -6.213  -0.901  -0.386  0.000
O  -5.864  -2.904  0.531  0.000
C  -3.557  0.419  -1.629  0.000
O  -4.713  0.851  -1.599  0.000
O  -2.566  0.942  -2.244  0.002
H  0.170  -2.900  -0.419  0.000
H  -0.804  -4.152  -1.199  0.000
H  -0.788  -4.016  0.568  0.000
H  -3.489  -3.696  0.366  0.000
H  -5.690  -0.198  -0.888  0.000
C  -0.032  0.670  -0.028  0.078
Ge  -0.666  0.555  1.823  0.010
C  0.938  0.996  2.850  0.000
C  1.067  2.255  3.440  0.000
C  2.232  2.618  4.102  0.000
C  3.296  1.730  4.174  0.000
C  3.194  0.483  3.573  0.000
C  2.025  0.124  2.916  0.000
C  -1.979  1.988  1.972  0.005
C  -2.459  2.397  3.218  0.001
C  -3.439  3.374  3.316  0.000
C  -3.957  3.954  2.165  0.000
C  -3.488  3.560  0.921  0.000
C  -2.501  2.587  0.826  0.001
C  -1.524  -1.085  2.461  0.000
C  -0.800  -2.221  2.830  0.000
C  -1.441  -3.347  3.330  0.000
C  -2.823  -3.360  3.465  0.000
C  -3.558  -2.237  3.109  0.000
C  -2.912  -1.111  2.616  0.000
H  0.432  1.662  -0.068  0.002
H  0.246  2.962  3.386  0.000
H  2.309  3.596  4.560  0.000
H  4.204  2.010  4.692  0.000
H  4.027  -0.208  3.609  0.000
H  1.982  -0.842  2.425  0.000
H  -2.073  1.941  4.124  0.000
H  -3.806  3.677  4.289  0.000
H  -4.727  4.711  2.240  0.000
H  -3.894  4.001  0.020  0.000
H  -2.142  2.299  -0.155  0.001
H  0.279  -2.233  2.742  0.000
H  -0.859  -4.213  3.624  0.000
H  -3.326  -4.237  3.853  0.000
H  -4.636  -2.243  3.208  0.000
H  -3.501  -0.240  2.349  0.000
C  5.738  -1.824  -3.864  0.000
C  4.328  -1.349  -4.079  0.002
C  3.244  -2.140  -3.720  0.011
C  1.943  -1.676  -3.863  0.008
C  1.732  -0.410  -4.379  0.002
C  2.797  0.388  -4.779  0.000
C  4.086  -0.087  -4.624  0.001
S  0.116  0.287  -4.407  0.000
O  -0.125  0.885  -5.676  0.000
O  -0.818  -0.785  -3.941  -0.001
O  0.136  1.292  -3.277  0.000
H  5.779  -2.907  -3.759  0.000
H  6.150  -1.384  -2.953  0.000
H  6.383  -1.533  -4.692  0.000
H  3.418  -3.129  -3.315  0.000
H  1.094  -2.279  -3.569  0.000
H  2.610  1.369  -5.195  0.000
H  4.924  0.530  -4.927  0.000
S  1.185  -0.494  -0.727  0.068
C  2.595  0.400  -1.274  0.441
N  2.489  1.633  -1.844  0.212
C  3.532  2.581  -1.477  0.023
C  4.056  2.112  -0.124  0.031
S  4.047  0.293  -0.299  0.087
H  1.686  1.873  -2.404  0.005
H  3.121  3.590  -1.436  0.004
H  4.344  2.563  -2.211  0.006
H  3.399  2.397  0.699  0.003
H  5.069  2.453  0.072  0.000

Cartesian forces (eV/Å) of the 6 atoms listed first:
-0.3 -0.9 0.3
0.0 0.0 -0.1
0.1 0.0 0.1
-0.2 0.1 -0.1
0.0 -0.1 0.0
0.0 -0.1 0.0

***

Entry 3:
Below is C48H34F2N7O3RuS2 as an isolated structure, with properties calculated with ωB97M-V with the def2-TZVPD basis set.

For the orbital gap (alpha / beta), the calculation gives 6.0 / 6.1 eV. Its HOMO energy (alpha / beta) is -6.8 / -6.9 eV. The total energy is -96592.9037 eV. The energy above the lowest of the compared OMol25 structures with the same formula, charge and spin comes out at 0.0 kcal per mole. The charge is 0. As for the spin multiplicity: 2.

Each line ends with the Löwdin spin population.
Cartesian coordinates (Å):
Ru  0.344  0.528  0.064  0.021
O  2.014  0.373  3.786  0.007
C  1.712  0.247  2.593  0.019
N  0.507  0.294  2.033  0.037
C  -0.693  0.463  2.811  0.005
C  -1.686  1.244  1.973  0.000
C  -2.838  1.785  2.533  0.000
C  -3.711  2.507  1.741  0.000
C  -3.413  2.676  0.393  0.000
C  -2.263  2.102  -0.105  0.000
N  -1.421  1.400  0.661  0.003
C  2.787  0.200  1.522  0.223
C  3.963  0.858  1.716  0.004
C  4.822  1.177  0.658  0.301
C  4.418  0.827  -0.653  0.015
C  3.294  0.113  -0.865  0.200
N  2.438  -0.306  0.206  0.093
H  -0.494  0.988  3.751  0.000
H  -1.133  -0.508  3.079  0.002
H  -3.030  1.633  3.587  0.000
H  -4.610  2.935  2.166  0.000
H  -4.063  3.231  -0.268  0.000
H  -2.004  2.155  -1.152  0.000
H  4.160  1.195  2.726  -0.005
H  5.741  1.718  0.831  0.019
H  5.011  1.119  -1.510  -0.005
H  2.981  -0.231  -1.839  0.009
S  -1.162  -1.607  -5.201  0.000
C  -1.107  -2.086  -6.836  0.000
C  -0.290  -1.285  -7.575  0.000
C  0.303  -0.261  -6.795  0.000
C  -0.071  -0.303  -5.480  0.000
C  0.345  0.590  -4.392  0.000
C  0.119  0.217  -3.051  0.000
N  0.453  0.960  -2.016  0.002
C  1.086  2.141  -2.263  0.002
C  1.356  2.604  -3.551  0.001
C  2.035  3.863  -3.708  0.000
C  2.433  4.582  -2.637  0.000
C  2.192  4.112  -1.300  0.000
C  2.640  4.778  -0.148  0.000
C  2.395  4.241  1.097  0.000
C  1.667  3.038  1.161  0.001
N  1.272  2.373  0.096  0.005
C  1.518  2.902  -1.130  0.002
C  2.886  4.825  2.349  0.000
C  3.010  4.208  3.564  0.000
C  3.533  5.066  4.567  0.000
C  3.797  6.315  4.097  0.000
S  3.444  6.454  2.431  0.000
C  0.957  1.802  -4.631  0.000
H  -1.682  -2.934  -7.168  0.000
H  -0.115  -1.419  -8.632  0.000
H  0.997  0.465  -7.194  0.000
H  -0.368  -0.718  -2.815  0.000
H  2.229  4.219  -4.712  0.000
H  2.951  5.523  -2.768  0.000
H  3.208  5.695  -0.252  0.000
H  1.410  2.598  2.114  0.000
H  2.757  3.171  3.743  0.000
H  3.699  4.764  5.589  0.000
H  4.188  7.161  4.636  0.000
H  1.133  2.147  -5.643  0.000
O  -2.292  -0.442  -1.687  0.000
C  -2.048  -1.201  -0.761  0.000
N  -2.934  -2.159  -0.314  0.000
C  -2.305  -3.021  0.664  0.000
C  -0.955  -2.284  0.843  0.000
O  -0.128  -2.654  1.660  0.000
N  -0.889  -1.225  0.002  0.000
C  -2.116  -4.423  0.103  0.000
C  -0.944  -4.789  -0.550  0.000
C  -0.830  -6.041  -1.137  0.000
C  -1.884  -6.940  -1.078  0.000
C  -3.057  -6.581  -0.429  0.000
C  -3.170  -5.331  0.160  0.000
C  -3.014  -3.002  2.012  0.000
C  -4.030  -2.093  2.273  0.000
C  -4.619  -2.041  3.532  0.000
C  -4.188  -2.889  4.539  0.000
C  -3.164  -3.793  4.282  0.000
C  -2.581  -3.850  3.028  0.000
H  -3.607  -2.518  -0.972  0.000
H  -0.109  -4.100  -0.595  0.000
H  0.091  -6.315  -1.636  0.000
H  -1.792  -7.918  -1.532  0.000
H  -3.883  -7.278  -0.374  0.000
H  -4.080  -5.060  0.683  0.000
H  -4.357  -1.422  1.490  0.000
H  -5.416  -1.333  3.723  0.000
H  -4.644  -2.847  5.519  0.000
H  -2.815  -4.454  5.066  0.000
H  -1.773  -4.543  2.833  0.000
F  1.856  -2.199  -0.959  0.001
C  2.337  -1.769  0.231  0.029
F  3.584  -2.307  0.346  0.006
H  1.699  -2.098  1.051  0.000

Cartesian forces (eV/Å) of the 6 atoms listed first:
0.0 0.1 -0.3
0.0 0.0 0.0
-0.1 0.0 -0.2
0.2 -0.1 0.5
0.0 0.1 -0.2
-0.1 0.0 0.2

***

Entry 4:
Below is a 6-piece molecular cluster, H12O6 overall, with properties calculated with ωB97M-V with the def2-TZVPD basis set.

For the orbital gap, the calculation gives 11.6 eV. Its HOMO energy is -11.1 eV. The total energy is -12480.6885 eV. The energy above the lowest of the compared OMol25 structures with the same formula, charge and spin comes out at 9.8 kcal per mole. Its SMILES is O.O.O.O.O.O. The charge is 0. As for the spin multiplicity: 1.

Each line ends with the natural charge from an NBO analysis.
Cartesian coordinates (Å):
H  -1.362  -2.044  -2.328  0.475
H  -1.130  -1.386  -0.988  0.508
H  -1.164  -1.021  1.280  0.519
H  0.141  -1.189  0.389  0.497
H  -1.229  -0.115  3.250  0.473
H  -0.625  0.916  2.192  0.500
H  0.929  1.236  1.194  0.512
H  0.514  2.689  1.250  0.485
H  -0.037  -0.198  -2.406  0.517
H  0.676  1.128  -2.783  0.475
H  2.536  -0.008  -0.164  0.488
H  1.231  0.229  -1.030  0.498
O  -1.277  -1.167  -1.978  -0.997
O  -0.735  -1.556  0.531  -1.003
O  -1.389  0.306  2.376  -0.986
O  0.518  1.899  1.808  -0.966
O  0.863  0.242  -2.483  -0.966
O  1.541  0.040  -0.111  -1.031

Cartesian forces (eV/Å) of the 6 atoms listed first:
-0.1 -0.6 -0.8
-0.4 0.6 -0.7
0.8 -0.3 -1.2
0.5 0.3 0.3
-0.1 0.6 -0.8
-0.7 -0.1 0.4